1.
122
Properties=species:S:1:pos:R:3 method="wB97M-V/def2-TZVPD" total_charge=0 multiplicity=3 e_lumo_ha="0.0147 / 0.0147" e_homo_ev="-7.334 / -7.416" orbital_gap_ev="7.733 / 7.816"
V 1.80888 1.62585 -1.01884
O 0.47058 0.44043 -0.09400
H -0.17396 -0.19534 0.27326
O 2.75966 3.04417 -1.98503
H 3.40607 3.60924 -2.45127
C 3.95693 -1.11410 -1.27091
O 3.44112 0.16982 -1.07399
H 4.56296 -1.20990 -2.17183
H 4.63638 -1.46104 -0.49240
H 3.12583 -1.81269 -1.36765
C 2.40980 0.53367 2.70192
O 2.25008 1.88807 3.08317
C 2.02502 2.82052 2.12978
O 2.08741 2.56950 0.90302
O 1.86212 4.05118 2.64530
C 1.77087 4.34174 4.05359
H 2.67258 -0.10374 3.54617
H 3.27667 0.48095 2.04325
H 1.54868 0.03791 2.25381
H 2.60063 3.97760 4.65938
H 0.90032 3.91314 4.55013
H 1.68458 5.41388 4.23021
C -1.30773 4.66440 -2.93489
O -0.92669 5.02985 -1.57951
C -0.27567 4.12303 -0.75305
O 0.13294 3.00666 -1.05249
O -0.17244 4.61901 0.55903
C -0.72589 5.91343 0.85878
H -1.63168 5.58306 -3.42398
H -2.19568 4.04281 -3.05014
H -0.51505 4.20125 -3.52247
H -0.57264 6.66306 0.08245
H -0.24424 6.23887 1.78084
H -1.78142 5.82210 1.11491
C -6.21919 2.83465 1.37818
O -4.98350 3.02655 1.94047
C -3.95681 2.26568 1.59214
O -4.03930 1.33117 0.76338
O -2.85966 2.68778 2.20723
C -1.58185 2.01053 2.04830
H -6.98763 3.36982 1.93601
H -6.56066 1.80162 1.31237
H -6.34505 3.27204 0.38775
H -0.86808 2.51308 2.70105
H -1.26435 2.09308 1.00885
H -1.58969 0.93638 2.23336
C 0.32102 -1.89065 -3.01426
O 0.54890 -1.06244 -4.17371
C 0.84254 0.20575 -3.98725
O 0.90514 0.83875 -2.86504
O 1.40806 0.66124 -5.10712
C 1.85502 2.06253 -5.17456
H 1.25313 -2.01330 -2.46267
H -0.17297 -2.82261 -3.28912
H -0.30965 -1.29558 -2.35378
H 1.98037 2.40312 -6.20237
H 2.83472 2.20048 -4.71711
H 1.07336 2.73058 -4.81287
C -3.94569 -5.03253 0.18574
O -3.69127 -3.74854 0.79142
C -3.43724 -2.69890 -0.02170
O -3.51008 -2.66300 -1.23631
O -2.83537 -1.80047 0.80804
C -3.19838 -1.70437 2.20919
H -4.97670 -5.28149 0.43699
H -3.35575 -5.81160 0.66857
H -3.71251 -5.04784 -0.87891
H -2.67268 -2.47115 2.77821
H -4.27024 -1.79509 2.38525
H -2.93258 -0.69347 2.51825
C -2.85380 0.28491 -6.56800
O -2.45456 -0.10873 -5.26293
C -2.71068 0.70609 -4.22557
O -3.19565 1.84005 -4.25938
O -2.26386 0.08694 -3.15676
C -2.48590 0.59427 -1.84203
H -2.42943 1.24951 -6.84649
H -3.93038 0.37670 -6.71172
H -2.51353 -0.44946 -7.29808
H -3.50635 0.64403 -1.46217
H -1.95476 1.53570 -1.70161
H -1.95930 -0.11025 -1.19827
C -1.89986 -5.24637 -3.14668
C -0.44519 -5.36067 -2.68579
O 0.46152 -5.32922 -3.56106
C -0.16945 -5.56341 -1.19750
H -2.13396 -4.61228 -4.00179
H -2.51317 -4.88913 -2.31944
H -2.30202 -6.23774 -3.35539
H -0.56413 -4.73828 -0.60464
H 0.90470 -5.65450 -1.03618
H -0.67359 -6.47465 -0.87568
C 5.55174 2.65367 1.31960
C 6.49376 2.65366 0.16638
O 6.50129 3.46321 -0.75941
C 7.44662 1.45764 0.14802
H 4.88315 1.79556 1.38852
H 4.97829 3.57485 1.42294
H 6.16010 2.59315 2.22201
H 8.09048 1.60715 1.01474
H 8.08349 1.54641 -0.73210
H 6.88899 0.52202 0.19010
C 1.17762 -2.78380 5.67668
C 0.30155 -1.52953 5.66102
O 0.66618 -0.48714 6.20641
C -0.91493 -1.56510 4.80089
H 0.47479 -3.54935 6.00540
H 2.01273 -2.71540 6.37384
H 1.46586 -3.11231 4.67814
H -0.98750 -0.59177 4.31565
H -1.81547 -1.90765 5.31058
H -0.89135 -2.25434 3.95679
C 0.64387 -2.54690 1.68812
C 0.35100 -4.04335 1.92997
O -0.82238 -4.30036 2.06809
C 1.52188 -5.03662 2.04553
H 1.12824 -2.45718 0.71577
H 1.27516 -2.14415 2.48017
H -0.28450 -1.98555 1.58272
H 2.19081 -4.90259 1.19543
H 1.28734 -6.09853 2.11922
H 2.12217 -4.73938 2.90541

---

2.
13
Properties=species:S:1:pos:R:3 method="wB97M-V/def2-TZVPD" total_charge=+3 multiplicity=3 e_lumo_ha="-0.6098 / -0.7139" e_homo_ev="-25.758 / -27.271" orbital_gap_ev="9.164 / 7.844"
H -1.79446 -0.09812 0.65333
O -1.86952 -1.46673 -1.15458
C -1.10876 -0.91007 -0.27001
C -0.92263 0.49069 -0.33211
C -0.26958 1.54866 0.53008
C 1.06101 1.30628 1.14159
O 1.74386 0.30875 0.92622
Au 1.20259 -0.86580 -0.47079
H -1.38872 -1.73807 -1.94965
H -1.14348 0.87855 -1.33706
H -0.93739 1.79079 1.37361
H -0.18178 2.50545 -0.01403
H 1.41316 2.03427 1.89074

---

3.
21
Properties=species:S:1:pos:R:3 method="wB97M-V/def2-TZVPD" total_charge=0 multiplicity=1 smiles="C=CON.C=CO.C" e_lumo_ha=0.0291 e_homo_ev=-8.535 orbital_gap_ev=9.327
C 0.58879 1.29262 -1.12623
C 1.48932 0.28178 -1.16521
C 0.91942 1.16948 2.04301
O 0.86618 2.57804 -0.84608
H 1.81560 2.68490 -0.69544
H -0.46858 1.11043 -1.24294
H 1.27588 -0.57934 -1.77848
H 0.84306 -0.87491 0.25124
H 2.53848 0.50173 -1.02046
H 1.89202 0.82183 1.70898
H 0.84736 0.96287 3.10755
H 0.84746 2.24023 1.90042
N 0.17794 -1.76299 0.59509
C -1.74129 -1.62814 -0.70309
C -2.97721 -1.26027 -1.00671
O -1.19986 -1.37748 0.51929
H 0.26049 -2.23052 1.50132
H 0.13259 0.53806 1.57138
H -1.08768 -2.15891 -1.38008
H -3.60393 -0.75217 -0.28896
H -3.41603 -1.55724 -1.94460